C15H31F5OP2TcTe | wB97M-V/def2-TZVPD

## Properties
max |F|: 3.978 eV/A
gap between HOMO and LUMO (alpha / beta): 5.23 / 6.15 eV
E_HOMO (alpha / beta): -0.517 / -0.551 Eh
energy relative to the best compared isomer or geometry (same formula, charge and spin): 0.0 kcal per mole

ORCA input file:
```
! RIJCOSX wB97M-V def2-TZVPD def2/J DEFGRID3
* xyz 2 4
P 0.5174 -2.1552 -0.7889
P 1.1669 0.6003 -1.2394
C 0.1812 -1.6627 -2.5176
C 1.2118 -0.5557 -2.7703
H -0.8848 -1.3793 -2.5794
H 0.3208 -2.5756 -3.1086
H 2.2529 -0.8699 -2.8701
H 0.9198 0.0198 -3.6513
C -0.1253 1.4972 -2.1723
H -0.3718 2.5255 -1.8877
H -1.0606 0.9300 -2.2700
H 0.2933 1.6136 -3.1958
C 2.4391 1.8677 -1.5058
H 2.2556 2.2031 -2.5305
H 3.4544 1.4771 -1.3777
H 2.2397 2.6899 -0.8066
C -0.6233 -3.4087 -0.2852
H -0.3389 -3.7678 0.7193
H -0.5849 -4.2053 -1.0247
H -1.6258 -2.9593 -0.2581
C 2.3529 -2.6823 -1.1213
H 2.6526 -2.5627 -2.1663
H 2.2661 -3.7441 -0.8771
H 3.1452 -2.2212 -0.4481
Tc 1.8785 -0.8718 0.2078
C -1.0200 3.2765 0.1382
C -2.4592 2.9416 0.1040
C -3.3210 2.7551 -1.1656
C -4.1031 1.4101 -0.9505
C -3.3790 0.7598 0.1991
C -2.4963 1.5912 0.7720
C -1.2702 1.3567 1.5591
C -0.3690 2.6337 1.2574
C 2.1939 -3.3958 1.8262
H -0.5439 4.0176 -0.5349
H -2.9295 3.6934 0.7766
H -2.7240 2.7085 -2.0840
H -4.0504 3.5690 -1.2631
H -5.1660 1.5572 -0.7113
H -4.0599 0.7581 -1.8578
H -3.7328 -0.1682 0.6757
H 1.6687 -2.4523 1.3902
H -0.7544 0.3937 1.3086
H -1.5719 1.2742 2.6125
H -0.5446 3.1795 2.1883
H 0.7020 2.4252 1.1115
H 3.2583 -3.2446 2.0976
H 2.0491 -4.2938 1.1846
H 1.6224 -3.5002 2.7622
F 1.8421 -2.1938 4.3033
Te 1.3025 -0.4250 3.8204
F -0.2841 -1.1826 3.0561
F 0.4481 -0.3982 5.5426
F 0.7438 1.3891 3.6672
F 2.9332 0.0412 4.6334
O 2.0822 -0.2792 2.1059
*
```

C15H31F5OP2TeV | wB97M-V/def2-TZVPD

## Properties
max |F|: 3.759 eV/A
gap between HOMO and LUMO (alpha / beta): 6.40 / 5.95 eV
E_HOMO (alpha / beta): -0.539 / -0.524 Eh
energy relative to the best compared isomer or geometry (same formula, charge and spin): 0.0 kcal per mole

ORCA input file:
```
! RIJCOSX wB97M-V def2-TZVPD def2/J DEFGRID3
* xyz 2 2
P 0.4402 -2.4002 1.2702
P 0.0465 2.2153 1.0129
C 0.0248 -0.8786 0.3170
C 0.6548 0.6199 0.1835
H -1.0878 -0.7880 0.3478
H 0.2611 -1.2630 -0.6753
H 1.7575 0.6121 0.1776
H 0.3251 0.8603 -0.8359
C -1.6810 2.7180 0.7765
H -2.0332 3.2228 1.6956
H -2.3588 1.8609 0.5952
H -1.7030 3.4118 -0.0780
C 1.2396 3.4533 1.4604
H 1.2101 4.2799 0.7316
H 2.2463 3.0022 1.4862
H 0.9870 3.8044 2.4770
C -0.8671 -3.5869 0.9303
H -0.9289 -4.2623 1.7947
H -0.6333 -4.1486 0.0128
H -1.8373 -3.0690 0.8342
C 2.1040 -2.8291 0.8416
H 2.6919 -1.9060 0.7600
H 2.1040 -3.3975 -0.1017
H 2.4869 -3.4330 1.6754
V -0.5188 0.2134 1.9941
C 0.6125 1.5083 -2.8124
C -0.7227 1.4948 -2.6097
C -1.6763 0.7730 -3.5043
C -1.2983 -0.7065 -3.7995
C -0.5536 -1.3996 -2.6938
C 0.8026 -1.4093 -2.6222
C 1.6927 -0.7017 -3.5901
C 1.3163 0.7690 -3.9116
C 0.3872 -2.0910 3.0176
H 1.2808 2.1444 -2.2177
H -1.1931 2.1547 -1.8796
H -1.7593 1.3124 -4.4661
H -2.6888 0.7817 -3.0738
H -2.2299 -1.2647 -4.0063
H -0.6772 -0.7418 -4.7097
H -1.1834 -2.0145 -2.0558
H 1.3505 -2.1308 -2.0097
H 1.7203 -1.2796 -4.5293
H 2.7251 -0.7104 -3.2189
H 2.2612 1.2986 -4.1505
H 0.6905 0.7937 -4.8265
H 1.0181 -1.2079 3.2516
H 0.8211 -2.9671 3.5468
H -0.6548 -1.9426 3.3593
F -0.8144 -0.3875 5.8857
Te -1.0391 1.2998 4.8855
F -2.6971 1.7510 5.6974
F -0.0755 2.3469 6.2337
F -1.0939 2.9597 3.8241
F 0.7284 0.8511 3.7440
O -1.9801 0.4037 3.5582
*
```

C15H31FHfNO8S2 | wB97M-V/def2-TZVPD

## Properties
max |F|: 4.215 eV/A
gap between HOMO and LUMO: 1.20 eV
E_HOMO: -0.587 Eh

ORCA input file:
```
! RIJCOSX wB97M-V def2-TZVPD def2/J DEFGRID3
* xyz 3 1
Hf 2.9548 1.1817 -2.4440
F -0.3719 0.0176 -1.9975
C 1.7733 -3.8357 1.5204
C 3.1868 -3.4290 1.1841
O 3.3528 -2.4374 0.4066
N 4.1935 -4.0362 1.8308
C 5.5934 -3.7160 1.8527
H 1.0512 -3.0384 1.3442
H 1.6614 -4.0307 2.5870
H 1.4604 -4.7395 0.9977
H 3.9091 -4.7600 2.4752
H 6.1332 -4.6613 1.9084
H 5.9918 -3.1353 2.6847
H 6.0347 -3.3985 0.9080
C 1.0907 9.0506 -1.1478
C 0.7754 7.9417 -2.2273
O -0.5302 7.4452 -2.1124
C -0.7607 6.0786 -2.0844
O 0.0480 5.1724 -2.2476
O -2.1072 5.7928 -2.0245
C -2.7312 4.5403 -2.0408
H 0.4500 9.9224 -1.2802
H 2.1390 9.3063 -1.3022
H 1.0895 8.6550 -0.1321
H 1.5518 7.2012 -2.0351
H 0.9807 8.2888 -3.2400
H -3.7765 4.6423 -2.3323
H -2.7163 4.2453 -0.9916
H -2.1881 3.8816 -2.7185
C -3.4784 -6.7922 -5.2578
C -2.9028 -5.3088 -5.0553
C -3.3428 -5.0082 -3.5770
S -4.2098 -6.3920 -2.6675
O -5.7136 -6.3657 -2.8135
O -3.5752 -6.7990 -1.4421
C -3.6439 -7.5914 -3.9980
H -2.7964 -7.3536 -5.8964
H -4.4245 -6.7066 -5.7923
H -3.0029 -4.6125 -5.8879
H -1.8436 -5.2432 -5.3040
H -3.8079 -4.0230 -3.5434
H -2.4361 -4.8474 -2.9937
H -4.2986 -8.4486 -3.8405
H -2.6408 -7.9578 -3.7796
C 0.0381 1.6090 5.7713
C 1.1010 2.7440 6.2744
C 2.1257 2.7694 5.1254
S 1.0748 2.8968 3.5830
O 1.7711 2.2416 2.4892
O 0.5586 4.2769 3.3935
C -0.2763 1.7438 4.2239
H -0.9367 1.7948 6.2223
H 0.2688 0.5564 5.9357
H 1.4387 2.4634 7.2720
H 0.8462 3.7947 6.4136
H 2.6993 1.8593 4.9494
H 2.6213 3.7400 5.1430
H -0.1582 0.7739 3.7409
H -1.2941 2.0402 3.9701
*
```

C15H31InO6P | wB97M-V/def2-TZVPD

## Properties
max |F|: 4.140 eV/A
gap between HOMO and LUMO: 5.91 eV
E_HOMO: -0.117 Eh

ORCA input file:
```
! RIJCOSX wB97M-V def2-TZVPD def2/J DEFGRID3
* xyz -1 1
C -2.3470 -4.6056 -0.1574
C -0.8967 -4.4999 -0.1031
In -0.1202 -2.3391 0.0315
C 2.1384 -2.5288 0.2070
C 2.8111 -1.4340 1.1569
O 4.2616 -1.3199 0.9372
C 4.6376 -0.1165 1.5859
O 5.7316 0.4528 1.3622
C -0.7489 -1.3528 -1.8994
C 0.3333 -1.4494 -3.0826
O 1.6665 -1.0281 -2.7131
C 2.0751 0.1792 -3.3812
C 2.0465 1.4856 -2.4108
C -1.0875 -1.4699 1.8962
C -0.4173 -0.1177 2.4418
P -0.8440 1.4230 1.4434
O -0.1451 1.2946 0.0860
O -2.5049 1.7669 1.3668
C -3.0253 1.7277 0.0135
C -3.5012 0.2349 -0.3993
O -0.1263 2.7366 2.2941
C -0.1994 3.9576 1.5237
C -1.2927 5.0014 2.0505
H -2.9172 -4.7511 -1.1349
H -2.9722 -4.4784 0.7967
H -0.1976 -5.4063 -0.1230
H 2.3265 -3.5481 0.7183
H 2.5994 -2.5856 -0.8348
H 2.6410 -1.7704 2.2463
H 2.3313 -0.4067 0.9639
H 3.9281 0.4167 2.3165
H -1.0877 -0.2701 -1.8056
H -1.6732 -1.9401 -2.2744
H 0.4099 -2.5706 -3.3500
H -0.0968 -0.9343 -4.0036
H 3.1912 0.0366 -3.6415
H 1.5521 0.3794 -4.3739
H 2.9710 2.0939 -2.6896
H 1.1045 2.1074 -2.5335
H 2.2024 1.0899 -1.3571
H -2.2344 -1.3724 1.8186
H -0.9228 -2.2594 2.7233
H 0.7060 -0.2094 2.5783
H -0.8531 0.0576 3.4991
H -4.0003 2.3445 0.0325
H -2.3653 2.2154 -0.7711
H -4.4792 -0.0237 0.1530
H -3.6883 0.1343 -1.5223
H -2.7347 -0.5583 -0.1233
H 0.8256 4.4715 1.6425
H -0.3460 3.8135 0.4054
H -1.0236 5.4797 3.0576
H -2.3480 4.5752 2.0417
H -1.2942 5.8708 1.2954
*
```

Look up the max |F| of the third one. 4.215 eV/A

Which value of max |F| does entry 3 give? 4.215 eV/A